Entry 1:
Entry from the OMol25 dataset: a molecular structure, C14H36F3NaO12 (ωB97M-V/def2-TZVPD).

Output
HOMO level: -0.275 hartree
M: 476.41 g/mol
E_LUMO: 0.030 eV
ΔE to the lowest compared entry with this formula, charge and spin: 0.000 eV

The geometry in ORCA input format:
```
! wB97M-V def2-TZVPD RIJCOSX def2/J DEFGRID3
* xyz 0 1
Na -0.2019 -0.6388 0.1710
F 5.1897 0.5110 1.3927
F 4.0644 0.0350 -0.4912
F 3.9175 -1.0852 1.1532
O 1.6490 -0.2976 -1.9025
O -3.1921 1.5635 2.1625
O 0.0295 -1.1444 -4.0088
O -2.4826 -0.8683 1.3834
O 2.4087 1.9700 0.3945
O 3.0770 -5.3706 0.1740
O 1.6052 0.4845 1.6346
O -2.1393 -0.8355 -1.4221
O -0.6131 2.5822 0.8621
O 0.6745 -2.8991 -0.0780
O -1.7512 2.1343 -1.8154
O -4.0818 -2.9353 0.1288
C -1.0896 3.0293 2.1926
C 2.7818 -4.0150 0.6814
C 1.8716 0.1959 -3.2173
C -3.0132 0.0841 -2.0730
C 2.8494 1.1155 1.3316
C 2.4881 4.0480 -0.7405
C 1.3051 -3.7337 0.9260
C 0.5527 0.1545 -3.9883
C 4.0427 0.1938 0.8476
C -2.0086 1.9366 2.9223
C 3.0373 3.2588 0.4262
C -3.1615 -3.1256 1.2208
C -2.9489 1.4514 -1.5136
C -3.3026 -1.7849 2.0385
H -2.5409 0.0243 1.7318
H -1.4033 1.1014 3.2748
H -1.6336 3.9627 2.0478
H 1.0173 -3.2081 1.8364
H 3.1082 3.9376 -1.6301
H -3.2824 1.5247 -0.4785
H -0.2894 -1.2658 -3.1115
H 2.2226 1.2273 -3.2492
H -2.9249 0.1348 -3.1582
H -3.7158 2.0546 -1.9996
H 3.4133 -3.9331 1.5660
H 2.5898 -0.4562 -3.7143
H -2.6577 -1.5029 -0.9666
H -4.9871 -3.0754 0.4158
H 2.7111 -6.1327 0.6287
H -3.5641 -3.8719 1.9056
H 4.1147 3.2874 0.2638
H -3.0771 -1.8236 3.1042
H 1.4259 3.8928 -0.9290
H 2.3888 -0.0659 -1.3363
H -2.4900 2.2838 3.8365
H -0.2227 3.3074 2.7920
H 0.7218 -3.4053 -0.8922
H 0.6502 0.4989 -5.0179
H 2.9278 3.7786 1.3780
H -1.7804 2.9440 -1.3004
H 0.7603 -4.6769 0.8858
H -0.2477 0.8392 -3.7080
H -3.5918 2.4077 1.9409
H 3.2940 1.5008 2.2492
H -4.3415 -1.4657 1.9557
H 0.2775 2.2238 0.8596
H -3.9998 -0.3790 -2.0562
H 3.2061 -3.4219 -0.1287
H -2.2054 -3.3800 0.7633
H 2.5682 5.1186 -0.5517
*
```

In elementary charge units, the natural (NBO) charges are: atom 1 (Na): 0.92, atom 2 (F): -0.32, atom 3 (F): -0.35, atom 4 (F): -0.34, atom 5 (O): -0.77, atom 6 (O): -0.75, atom 7 (O): -0.72, atom 8 (O): -0.78, atom 9 (O): -0.53, atom 10 (O): -0.76, atom 11 (O): -1.00, atom 12 (O): -0.77, atom 13 (O): -0.78, atom 14 (O): -0.76, atom 15 (O): -0.71, atom 16 (O): -0.75, atom 17 (C): -0.09, atom 18 (C): -0.10, atom 19 (C): -0.09, atom 20 (C): -0.09, atom 21 (C): 0.30, atom 22 (C): -0.63, atom 23 (C): -0.10, atom 24 (C): -0.10, atom 25 (C): 0.91, atom 26 (C): -0.12, atom 27 (C): -0.08, atom 28 (C): -0.09, atom 29 (C): -0.10, atom 30 (C): -0.07, atom 31 (H): 0.51, atom 32 (H): 0.21, atom 33 (H): 0.17, atom 34 (H): 0.20, atom 35 (H): 0.21, atom 36 (H): 0.17, atom 37 (H): 0.48, atom 38 (H): 0.17, atom 39 (H): 0.19, atom 40 (H): 0.16, atom 41 (H): 0.19, atom 42 (H): 0.17, atom 43 (H): 0.50, atom 44 (H): 0.48, atom 45 (H): 0.47, atom 46 (H): 0.17, atom 47 (H): 0.17, atom 48 (H): 0.16, atom 49 (H): 0.22, atom 50 (H): 0.50, atom 51 (H): 0.18, atom 52 (H): 0.20, atom 53 (H): 0.48, atom 54 (H): 0.17, atom 55 (H): 0.17, atom 56 (H): 0.48, atom 57 (H): 0.17, atom 58 (H): 0.18, atom 59 (H): 0.48, atom 60 (H): 0.12, atom 61 (H): 0.16, atom 62 (H): 0.53, atom 63 (H): 0.19, atom 64 (H): 0.22, atom 65 (H): 0.21, atom 66 (H): 0.20

Entry 2:
Entry from the OMol25 dataset: a molecular structure, C14H36N2O16S2V (ωB97M-V/def2-TZVPD).

Output
HOMO level: -0.170 hartree
M: 603.52 g/mol
E_LUMO: 1.712 eV

The geometry in ORCA input format:
```
! wB97M-V def2-TZVPD RIJCOSX def2/J DEFGRID3
* xyz -1 1
V -0.5106 -1.4043 1.2399
S -3.7044 -0.8737 -0.7964
S 3.4132 0.9367 0.2627
O -2.5005 -1.2337 -0.1479
O -1.7406 3.5758 4.2228
O 3.3511 -0.4579 0.4778
O -3.5574 -1.1380 -2.3686
O -0.3809 0.1138 0.8488
O 1.1931 -1.4131 2.6063
O -0.4426 5.2876 3.9516
O -1.4803 -3.7950 0.9287
O 3.1174 -1.5546 3.6148
O -1.8738 2.6062 0.5334
O -4.2402 0.4385 -0.6205
O 4.8071 1.3375 -0.4363
O -1.5520 -1.4538 2.4349
O -0.3669 4.1656 0.4300
O 1.0017 -2.4381 -0.0139
O 3.2280 1.7775 1.4102
N -1.3914 3.6102 0.0761
N -0.7218 4.1046 3.8463
C 1.6093 -2.1653 -2.3658
C 0.8694 -2.9583 -1.2736
C -1.7169 -4.6929 2.0059
C -4.5602 -0.5451 -3.2260
C 2.0573 -0.9520 3.4431
C -4.9658 -2.0804 -0.3786
C 1.7008 0.3227 4.1728
C -4.0268 -0.7114 -4.6391
C 1.2436 -4.4368 -1.2884
C 0.3275 3.2401 3.2451
C 5.0153 2.7183 -0.8216
C 2.2562 1.3648 -1.0194
C -2.1224 4.2247 -1.0685
C 6.5049 2.9506 -0.8619
H -1.7299 -5.7301 1.6574
H 0.8719 -4.9268 -2.2030
H -2.9682 3.5770 -1.2775
H 2.4967 0.7081 -1.8524
H -4.4587 -3.0360 -0.4886
H 2.0651 0.3019 5.1980
H 2.3185 -4.6205 -1.2517
H 1.0510 3.8021 2.6728
H -0.1941 -2.8718 -1.6036
H -3.0459 -0.2335 -4.7136
H 0.7227 -4.9641 -0.4883
H -4.7049 0.4938 -2.9481
H 6.9525 2.9808 0.1292
H 1.3140 -1.1218 -2.4766
H 0.6371 0.4951 4.0330
H -2.7290 -4.5742 2.4191
H 0.7893 2.7412 4.0940
H 2.6777 -2.1998 -2.1175
H -2.5510 5.1593 -0.7048
H -4.7159 -0.2086 -5.3158
H 6.6608 3.9007 -1.3813
H -5.7480 -1.9649 -1.1220
H 7.0700 2.2086 -1.4266
H -1.8672 -4.2307 0.1658
H -0.1216 2.4594 2.6369
H 4.5067 2.7508 -1.7866
H 1.5437 -2.6129 -3.3659
H -5.4710 -1.1450 -3.1548
H 4.5546 3.3704 -0.0776
H 2.3052 2.4093 -1.3243
H 2.2568 1.1164 3.6654
H 1.2536 1.1832 -0.6301
H -5.2714 -1.8868 0.6440
H -1.5160 4.4530 -1.9369
H -1.0152 -4.5175 2.8143
H -3.7804 -1.7372 -4.9068
*
```

In elementary charge units, the Mulliken charges are: atom 1 (V): 1.59, atom 2 (S): 0.86, atom 3 (S): 1.16, atom 4 (O): -0.66, atom 5 (O): -0.57, atom 6 (O): -0.52, atom 7 (O): -0.16, atom 8 (O): -0.19, atom 9 (O): -0.79, atom 10 (O): -0.61, atom 11 (O): 0.03, atom 12 (O): -0.74, atom 13 (O): -0.40, atom 14 (O): -0.68, atom 15 (O): -0.30, atom 16 (O): -0.42, atom 17 (O): -0.53, atom 18 (O): -0.56, atom 19 (O): -0.69, atom 20 (N): 0.95, atom 21 (N): 1.01, atom 22 (C): -1.46, atom 23 (C): 1.36, atom 24 (C): -0.79, atom 25 (C): -0.19, atom 26 (C): 0.45, atom 27 (C): -1.02, atom 28 (C): -0.44, atom 29 (C): -1.29, atom 30 (C): -1.53, atom 31 (C): -0.65, atom 32 (C): -0.11, atom 33 (C): -0.75, atom 34 (C): -0.89, atom 35 (C): -1.35, atom 36 (H): 0.35, atom 37 (H): 0.40, atom 38 (H): 0.27, atom 39 (H): 0.32, atom 40 (H): 0.27, atom 41 (H): 0.30, atom 42 (H): 0.36, atom 43 (H): 0.24, atom 44 (H): -0.34, atom 45 (H): 0.33, atom 46 (H): 0.24, atom 47 (H): 0.36, atom 48 (H): 0.32, atom 49 (H): 0.16, atom 50 (H): 0.24, atom 51 (H): 0.28, atom 52 (H): 0.61, atom 53 (H): 0.32, atom 54 (H): 0.32, atom 55 (H): 0.38, atom 56 (H): 0.38, atom 57 (H): 0.41, atom 58 (H): 0.33, atom 59 (H): 0.15, atom 60 (H): -0.04, atom 61 (H): 0.30, atom 62 (H): 0.45, atom 63 (H): 0.24, atom 64 (H): 0.32, atom 65 (H): 0.40, atom 66 (H): -0.03, atom 67 (H): 0.06, atom 68 (H): 0.35, atom 69 (H): 0.30, atom 70 (H): 0.22, atom 71 (H): 0.32

Entry 3:
Entry from the OMol25 dataset: a molecular structure, C14H37BNO6PSSb (ωB97M-V/def2-TZVPD).

Output
HOMO level: -0.154 hartree
M: 511.06 g/mol
E_LUMO: 2.773 eV

The geometry in ORCA input format:
```
! wB97M-V def2-TZVPD RIJCOSX def2/J DEFGRID3
* xyz -1 1
Sb 1.2113 -0.5002 0.5257
S 3.3878 -2.4373 -1.9820
P 1.5087 -2.5002 -1.3481
O 0.5973 0.7949 -1.0258
O -3.3271 -2.3495 1.8357
O 1.1341 -4.0272 -0.8609
O 0.5151 -2.5044 -2.6658
O 1.0792 3.5852 1.8655
O 3.5039 0.8763 -1.2280
N 4.4840 -0.4875 0.6135
C 1.0098 1.1647 1.9604
C -3.1405 0.6191 -3.0646
C -0.8918 -0.9924 0.8502
C -0.5598 0.7019 -1.7826
C 1.9664 -1.9551 2.0299
C -3.9614 1.2882 -0.7746
C 3.2006 2.4223 2.1276
C -2.9830 -2.3596 0.4479
C -1.4763 -2.2849 0.3023
C -1.5305 1.8382 -1.4325
C -2.9934 1.6334 -1.9254
C 1.8002 2.3763 1.5089
C 0.9810 -2.5367 3.0387
C -0.9219 3.1808 -1.8833
B 3.3443 0.0004 -0.1910
H -1.5381 1.8553 -0.3381
H 0.9050 -4.0086 0.0748
H 2.4885 -2.7577 1.4974
H -0.0506 1.4242 1.9867
H -0.2973 0.7899 -2.8540
H -0.3955 3.6683 -1.0614
H 2.7570 -1.4035 2.5440
H 0.3202 -3.2869 2.5964
H -2.5500 0.8995 -3.9395
H 1.4972 -3.0277 3.8714
H -1.0501 -3.1500 0.8205
H 1.8834 2.3697 0.4173
H 4.9665 -1.2676 0.1818
H 3.5444 1.4237 2.4082
H 0.8391 -1.8292 -3.2747
H -1.4554 -0.1421 0.4563
H -3.3148 2.5925 -2.3416
H -4.6251 0.4591 -1.0359
H -0.1889 3.0347 -2.6806
H 3.1625 3.0368 3.0290
H -4.6003 2.1365 -0.5192
H 4.3434 0.7151 -1.6741
H 3.9397 2.8458 1.4425
H 1.3020 0.8439 2.9657
H -3.4266 1.0054 0.1344
H -4.1868 0.5565 -3.3759
H 1.1890 4.2087 1.1463
H -4.2537 -2.1172 1.9239
H -1.6842 3.8784 -2.2404
H -3.4391 -1.5027 -0.0640
H -1.0144 -0.9591 1.9339
H -1.2543 -2.3962 -0.7635
H 5.1550 0.2607 0.7703
H 0.3419 -1.7674 3.4796
H -2.8343 -0.3829 -2.7587
H -3.3614 -3.2754 -0.0242
H -1.0517 -0.2770 -1.6766
*
```

In elementary charge units, the natural (NBO) charges are: atom 1 (Sb): 1.56, atom 2 (S): -0.75, atom 3 (P): 1.28, atom 4 (O): -0.92, atom 5 (O): -0.73, atom 6 (O): -1.01, atom 7 (O): -1.01, atom 8 (O): -0.75, atom 9 (O): -0.95, atom 10 (N): -1.23, atom 11 (C): -0.82, atom 12 (C): -0.61, atom 13 (C): -0.79, atom 14 (C): -0.03, atom 15 (C): -0.81, atom 16 (C): -0.61, atom 17 (C): -0.64, atom 18 (C): -0.05, atom 19 (C): -0.45, atom 20 (C): -0.24, atom 21 (C): -0.20, atom 22 (C): 0.06, atom 23 (C): -0.62, atom 24 (C): -0.60, atom 25 (B): 0.87, atom 26 (H): 0.20, atom 27 (H): 0.49, atom 28 (H): 0.21, atom 29 (H): 0.23, atom 30 (H): 0.14, atom 31 (H): 0.21, atom 32 (H): 0.22, atom 33 (H): 0.19, atom 34 (H): 0.21, atom 35 (H): 0.19, atom 36 (H): 0.19, atom 37 (H): 0.19, atom 38 (H): 0.41, atom 39 (H): 0.22, atom 40 (H): 0.50, atom 41 (H): 0.21, atom 42 (H): 0.18, atom 43 (H): 0.19, atom 44 (H): 0.21, atom 45 (H): 0.21, atom 46 (H): 0.20, atom 47 (H): 0.48, atom 48 (H): 0.20, atom 49 (H): 0.20, atom 50 (H): 0.21, atom 51 (H): 0.19, atom 52 (H): 0.46, atom 53 (H): 0.46, atom 54 (H): 0.18, atom 55 (H): 0.16, atom 56 (H): 0.22, atom 57 (H): 0.23, atom 58 (H): 0.36, atom 59 (H): 0.20, atom 60 (H): 0.21, atom 61 (H): 0.15, atom 62 (H): 0.15

Entry 4:
Entry from the OMol25 dataset: a molecular structure, C14H37FFeO5 (ωB97M-V/def2-TZVPD).

Output
HOMO level (alpha / beta): -0.179 / -0.329 hartree
M: 360.29 g/mol
E_LUMO (alpha / beta): 0.598 / -1.396 eV
ΔE to the lowest compared entry with this formula, charge and spin: 2.085 eV

The geometry in ORCA input format:
```
! wB97M-V def2-TZVPD RIJCOSX def2/J DEFGRID3
* xyz 0 7
Fe 0.5158 -1.7920 -1.0334
F 0.0564 0.0861 -0.3075
O -2.1603 1.4210 -1.4278
O 2.4991 -1.4904 -0.9926
O 0.3570 -2.4562 0.8240
O -1.5948 -1.8661 -1.3706
O 1.2018 2.0185 1.6566
C 3.6096 -0.7926 -0.4633
C 1.6731 4.1718 2.7253
C 1.4605 3.3874 1.3793
C -2.6199 3.4690 -0.4700
C 4.3810 0.1729 -1.3644
C 1.2609 -3.3616 1.4298
C 2.7087 3.4756 0.4794
C -2.6657 -2.7662 -1.5090
C -3.4213 2.6062 -2.7241
C -2.2600 2.7134 -1.7610
C -3.8195 -1.6680 -1.4938
C 2.0037 -2.6644 2.4547
C -2.6438 -3.6920 -0.3588
C 0.5408 -4.6457 1.8314
H 1.0711 1.6430 0.7828
H 0.5784 3.8922 0.9854
H 4.3388 -1.5787 -0.2672
H -0.3830 -4.5528 2.4025
H -3.2957 2.9847 0.2349
H 2.2130 5.0865 2.4804
H 1.8908 -3.6917 0.6037
H 0.0331 -5.1462 1.0069
H 1.4604 -2.8544 3.3803
H -1.5073 3.1886 -2.3901
H -3.9430 -1.0978 -0.5731
H -2.0111 -4.5795 -0.3560
H -4.3431 2.2479 -2.2660
H -1.3961 1.2671 -0.8676
H -1.7028 3.6454 0.0920
H -3.6927 -1.0278 -2.3667
H 0.7539 4.2786 3.3012
H -3.2063 4.3560 -0.7099
H 2.4086 3.5992 3.2903
H 3.3055 -0.3538 0.4870
H -3.1064 2.0072 -3.5786
H 2.8920 4.5091 0.1857
H -2.6328 -3.3014 0.6588
H 1.2007 -5.2658 2.4381
H 5.3664 0.5048 -1.0373
H 3.8997 1.1508 -1.3600
H -4.8352 -2.0587 -1.5562
H 4.3842 -0.0973 -2.4203
H 1.8940 -1.5896 2.3109
H -3.6791 -4.0328 -0.3726
H 3.0379 -2.9613 2.6290
H -0.1347 -2.0277 1.5284
H 3.5690 3.3277 1.1321
H -2.0617 -1.0277 -1.3440
H 2.8288 2.9207 -0.4510
H -2.5269 -3.2807 -2.4599
H -3.7517 3.5898 -3.0579
*
```

In elementary charge units, the natural (NBO) charges are: atom 1 (Fe): 1.33, atom 2 (F): -0.86, atom 3 (O): -0.74, atom 4 (O): -0.79, atom 5 (O): -0.79, atom 6 (O): -0.83, atom 7 (O): -0.73, atom 8 (C): -0.08, atom 9 (C): -0.62, atom 10 (C): 0.10, atom 11 (C): -0.64, atom 12 (C): -0.64, atom 13 (C): 0.07, atom 14 (C): -0.65, atom 15 (C): 0.09, atom 16 (C): -0.60, atom 17 (C): 0.09, atom 18 (C): -0.68, atom 19 (C): -0.65, atom 20 (C): -0.65, atom 21 (C): -0.64, atom 22 (H): 0.49, atom 23 (H): 0.15, atom 24 (H): 0.17, atom 25 (H): 0.21, atom 26 (H): 0.21, atom 27 (H): 0.21, atom 28 (H): 0.21, atom 29 (H): 0.23, atom 30 (H): 0.21, atom 31 (H): 0.16, atom 32 (H): 0.23, atom 33 (H): 0.23, atom 34 (H): 0.20, atom 35 (H): 0.50, atom 36 (H): 0.21, atom 37 (H): 0.24, atom 38 (H): 0.22, atom 39 (H): 0.21, atom 40 (H): 0.21, atom 41 (H): 0.17, atom 42 (H): 0.21, atom 43 (H): 0.20, atom 44 (H): 0.21, atom 45 (H): 0.22, atom 46 (H): 0.22, atom 47 (H): 0.20, atom 48 (H): 0.22, atom 49 (H): 0.22, atom 50 (H): 0.24, atom 51 (H): 0.22, atom 52 (H): 0.24, atom 53 (H): 0.51, atom 54 (H): 0.21, atom 55 (H): 0.53, atom 56 (H): 0.22, atom 57 (H): 0.20, atom 58 (H): 0.19